1.
35
Properties=species:S:1:pos:R:3 method="wB97M-V/def2-TZVPD" s2=0.81 homo_lumo_gap_ev="8.16 / 8.52" multiplicity=2 relative_energy_kj_mol=0.00 charge=+1
V -0.1088 -1.3341 -0.0220
Cl -1.3296 -2.6427 -1.7085
C -2.2683 -1.0965 -1.5321
C -1.7017 -0.2222 -0.6457
C -2.3383 1.0009 -0.5285
Cl -1.6498 2.2029 0.5240
C -3.4947 1.2978 -1.2441
Cl -4.2589 2.8203 -1.0799
C -4.0336 0.3425 -2.1222
Cl -5.4474 0.6930 -3.0139
C -3.4097 -0.8976 -2.2893
Cl -4.0039 -2.0810 -3.3632
I 0.4870 -2.3248 6.0504
C 0.0806 -1.4543 4.2384
C -0.3980 -0.1753 4.0038
N -0.5094 -0.0257 2.6814
N -0.1387 -1.1384 2.0290
C 0.2253 -2.0145 2.9711
H -0.6595 0.6202 4.6809
H -0.8596 0.7671 2.1517
H 0.5795 -2.9985 2.7055
C 1.7753 1.2537 -2.1172
C 2.2354 0.4013 -0.9362
C 2.5949 1.2735 0.2661
C 3.3884 -0.5180 -1.3252
N 1.1117 -0.4402 -0.5425
H 2.5891 1.9092 -2.4303
H 0.9247 1.8760 -1.8378
H 1.4938 0.6311 -2.9662
H 3.4422 1.9139 0.0178
H 2.8728 0.6617 1.1248
H 1.7553 1.9140 0.5375
H 4.2422 0.0870 -1.6334
H 3.1115 -1.1631 -2.1589
H 3.6999 -1.1392 -0.4852

***

2.
37
Properties=species:S:1:pos:R:3 method="wB97M-V/def2-TZVPD" s2=2.01 homo_lumo_gap_ev="8.74 / 7.83" multiplicity=3 relative_energy_kj_mol=0.00 charge=+1
Ni 0.5395 0.6430 -0.3841
O -1.1196 2.5144 4.6503
C -1.8375 1.5017 4.2951
O -2.7109 1.0068 5.0167
C -1.5414 0.8358 2.9674
C -2.2476 -0.2088 2.3346
Cl -3.7469 -0.8343 2.7739
N -1.6837 -0.4999 1.1336
N -0.5742 0.3857 0.9629
C -0.4979 1.1694 2.0214
C 0.5353 2.2423 1.9603
O 0.6969 3.0943 2.8560
O 1.1686 2.1906 0.8377
C -1.9604 -1.4309 0.1043
C -2.7280 -2.5638 0.3509
C -3.0543 -3.4274 -0.6840
C -2.5328 -3.2565 -1.9666
C -1.6644 -2.1485 -2.1951
C -1.3900 -1.2405 -1.1613
H -0.3620 2.7284 3.9893
H -3.1360 -2.8375 1.3405
H -3.6833 -4.2580 -0.4466
H -2.7047 -3.9759 -2.7452
H -1.2222 -1.9952 -3.1534
H -0.6517 -0.4113 -1.3025
C 4.1068 1.5603 -3.4501
O 2.6918 1.4577 -3.4024
C 2.2255 0.9888 -2.2855
O 0.9946 0.7122 -2.2177
N 3.0036 0.7305 -1.2214
N 2.3770 0.0402 -0.1303
H 4.4042 1.7002 -4.5029
H 4.6172 0.6520 -3.0924
H 4.4621 2.4159 -2.8549
H 3.9601 1.0262 -1.1088
H 2.6747 0.4620 0.7582
H 2.5916 -0.9698 -0.0475

***

3.
31
Properties=species:S:1:pos:R:3 method="wB97M-V/def2-TZVPD" homo_lumo_gap_ev=9.57 smiles="O=C(CSc1ncccn1)NCc1ccc(F)cc1" charge=0
O -0.3814 -2.4019 -1.4329
C 0.0181 -1.6052 -0.6124
N -0.6883 -1.2234 0.4673
H -0.3090 -0.5282 1.0911
C -2.0192 -1.7265 0.7427
C -3.0662 -0.6843 0.4426
C -3.2803 -0.2949 -0.8755
C -4.2123 0.6787 -1.1810
C -4.9296 1.2572 -0.1486
C -4.7378 0.8902 1.1701
C -3.7967 -0.0830 1.4581
H -3.6365 -0.3797 2.4842
H -5.3161 1.3622 1.9485
F -5.8431 2.2076 -0.4371
H -4.3913 0.9886 -2.1982
H -2.7117 -0.7656 -1.6632
H -2.0753 -2.0410 1.7880
H -2.1571 -2.5955 0.0928
C 1.3746 -0.9312 -0.7607
H 1.2528 0.0417 -1.2396
H 2.0173 -1.5497 -1.3856
S 2.2083 -0.6551 0.8421
C 3.6103 0.2288 0.3022
N 3.7226 0.4852 -0.9940
C 4.8019 1.1489 -1.3716
C 5.7709 1.5616 -0.4695
C 5.5390 1.2417 0.8638
N 4.4666 0.5803 1.2525
H 6.2282 1.5200 1.6503
H 6.6496 2.0988 -0.7831
H 4.8775 1.3478 -2.4330

***

4.
37
Properties=species:S:1:pos:R:3 method="wB97M-V/def2-TZVPD" s2=6.04 homo_lumo_gap_ev="7.18 / 7.73" multiplicity=5 relative_energy_kj_mol=4.39 charge=-1
Mn 0.0729 -0.4316 0.1640
O 0.5215 2.0046 0.1712
C -0.7237 2.5011 0.6712
C -1.7704 1.9949 -0.2953
N -1.7758 0.5190 -0.3615
C -1.9749 0.0526 -1.7526
C -0.6403 -0.1102 -2.4795
O -0.5621 0.0155 -3.6779
O 0.3555 -0.4424 -1.6910
C -2.7538 -0.1146 0.5441
C -2.4131 -1.6094 0.7317
O -3.2206 -2.3147 1.3001
O -1.2707 -1.9579 0.2397
H 1.2270 2.2166 0.7924
H -0.7273 3.5940 0.6775
H -0.9015 2.1270 1.6815
H -1.5299 2.3781 -1.2879
H -2.7608 2.3678 -0.0176
H -2.6351 0.7186 -2.3101
H -2.4220 -0.9409 -1.7238
H -3.7642 -0.0123 0.1381
H -2.7231 0.3722 1.5189
O 6.1336 -1.1558 3.3269
C 5.9950 -1.4015 2.1185
O 6.8122 -1.7251 1.2402
C 4.5440 -1.2046 1.5917
C 4.2507 -1.3852 0.2458
C 2.9653 -1.1773 -0.2141
N 1.9863 -0.8132 0.6203
C 2.2511 -0.6476 1.9314
C 3.5110 -0.8288 2.4491
C 1.0510 -0.2181 2.7419
O 1.1226 0.0789 3.9067
O -0.0431 -0.1014 2.0084
H 5.0530 -1.6781 -0.4173
H 2.6834 -1.2793 -1.2541
H 3.7104 -0.6802 3.5011

***

5.
31
Properties=species:S:1:pos:R:3 method="wB97M-V/def2-TZVPD" homo_lumo_gap_ev=7.60 smiles="O=C1C=CC(=O)C(CCCSC(=S)n2ccnc2)=C1" relative_energy_kj_mol=38.01 charge=0
O 1.2359 0.5570 3.6895
C 0.9400 1.2533 2.7310
C 1.5143 2.6129 2.5614
C 0.8784 3.4777 1.7852
C -0.3554 3.0615 1.0759
O -1.0937 3.8743 0.5504
C -0.6924 1.6005 0.9649
C -1.7502 1.2180 -0.0363
C -1.4651 -0.1496 -0.7082
C -2.0859 -1.3105 0.0796
S -1.4152 -2.9682 -0.2457
C 0.3659 -2.8119 -0.2673
S 1.2287 -3.3072 1.0122
N 1.0216 -2.3128 -1.4012
C 0.3864 -1.9630 -2.5664
C 1.3648 -1.5594 -3.3922
N 2.5673 -1.6688 -2.7593
C 2.3726 -2.1284 -1.5833
C -0.0489 0.7367 1.7463
H 2.4187 2.8397 3.1044
H 1.2595 4.4820 1.6720
H -1.8533 1.9805 -0.7999
H -2.6999 1.1266 0.4975
H -1.9404 -0.1079 -1.6850
H -0.3859 -0.2198 -0.7963
H -3.1428 -1.3767 -0.1708
H -2.0624 -1.0596 1.1380
H -0.6720 -2.0150 -2.7012
H 1.1812 -1.2038 -4.3884
H 3.1163 -2.3255 -0.8413
H -0.1880 -0.3326 1.7344

***

6.
30
Properties=species:S:1:pos:R:3 method="wB97M-V/def2-TZVPD" homo_lumo_gap_ev=8.86 smiles="N[C@H]1CC(=O)c2ccc(Nc3ccncn3)cc21" relative_energy_kj_mol=0.00 charge=0
O 0.9804 -4.3300 -0.8889
N -2.8426 2.5479 3.5520
N -2.1534 2.4880 1.3739
C 0.9525 -3.2156 -1.4045
C -3.0796 2.6201 2.2582
C -1.5707 2.3701 3.8938
C -0.8873 2.2856 1.7183
C -0.5064 2.2364 3.0136
C -0.0453 -1.8729 0.5536
C -0.1057 -0.5345 1.0792
C 0.5124 0.3954 -1.0997
C 0.5602 -1.9925 -0.6554
C 0.1059 0.5880 0.2274
C 0.6059 -0.8824 -1.4527
N -0.0107 1.9649 0.6172
N 2.3009 -0.4842 -3.0722
C 1.1379 -2.7889 -2.8855
C 1.0369 -1.1787 -2.8508
H -4.0880 2.7055 1.9243
H -1.3691 2.4423 4.9550
H 0.5351 2.2310 3.3043
H -0.3688 -2.8121 1.1638
H -0.2969 -0.3669 2.2024
H 0.5044 1.2167 -1.7444
H -0.1077 2.5727 -0.1405
H 2.3826 0.1178 -2.2366
H 3.0708 -1.1258 -2.9536
H 2.0565 -3.2001 -3.3483
H 0.3280 -3.2008 -3.4006
H 0.3617 -0.7971 -3.7033

***

no.,E (hartree)
1,-4209.2507
2,-3141.3170
3,-1240.1715
4,-2440.5049
5,-1558.8793
6,-796.8049